Formula: CH13O5S
Source: the OMol25 dataset
Level of theory: ωB97M-V/def2-TZVPD

The HOMO-LUMO gap is 6.62 eV. As for the total energy: -820.309735 Ha. The value obtained for the energy relative to the best compared isomer or geometry (same formula, charge and spin) is 38.1 kcal/mol. The total charge is -1. The spin multiplicity is 1.

Cartesian coordinates (Å):
C 0.63728 1.26582 2.02382
S -0.04232 1.92358 0.43439
H 0.56585 2.02797 2.78222
H 0.08904 0.36008 2.39061
H 1.70539 0.97929 1.90737
H 0.91947 0.64700 -2.87826
H 1.77742 1.55882 -2.11629
O 1.61795 0.61997 -2.25796
H 1.45637 -0.07897 -0.23564
H 1.36531 -1.50333 0.35133
O 1.86021 -0.66490 0.47243
H -2.76009 -0.07094 1.37561
H -1.26315 0.05881 1.13783
O -2.00431 -0.59807 1.14548
H -1.22040 -2.73109 0.23987
H -0.77076 -1.74016 -0.75774
O -0.88468 -2.73081 -0.69238
H -0.64961 0.11338 -2.35056
H -1.09626 0.67789 -1.24034
O -1.30271 -0.11435 -1.73177

Here are the Löwdin charges for atoms 1 to 8, given in e:
1 C -0.621
2 S 0.241
3 H -0.025
4 H 0.009
5 H -0.002
6 H -0.003
7 H 0.037
8 O -0.060